No. 1
{
  "formula": "C5H20NO7",
  "method": "ωB97M-V/def2-TZVPD",
  "s_squared": 0.75,
  "relative_energy_kcal_mol": 59.2,
  "multiplicity": 2,
  "lumo_ev": [-8.5, -12.4],
  "total_charge": 2,
  "elements": ["O", "O", "O", "O", "O", "O", "O", "N", "C", "C", "C", "C", "C", "H", "H", "H", "H", "H", "H", "H", "H", "H", "H", "H", "H", "H", "H", "H", "H", "H", "H", "H", "H"],
  "xyz": [[1.83930, -0.54646, 3.32444], [1.18508, 1.39099, -1.99169], [-0.24127, -3.02841, 0.95016], [-1.59777, 1.43073, -2.34128], [2.21968, 3.32190, -0.15331], [-1.13537, -2.39895, -2.29395], [1.95289, 1.34809, 2.14239], [0.25617, -0.91005, -0.63854], [-0.61530, 0.84609, 0.83085], [-2.15678, -1.12581, -0.18934], [-0.27576, 0.41862, 2.31225], [1.27080, 0.42208, 2.59938], [-0.99483, -0.40691, 0.05620], [-0.66038, 1.07435, 3.03204], [2.00750, 1.57850, -2.53759], [0.76805, -1.57227, -0.08439], [0.20595, 1.43716, 0.48190], [-0.02141, -1.47385, -1.50775], [-1.38624, 1.47421, 0.99386], [-2.50661, -2.01532, -0.78904], [-3.09020, -0.59767, 0.30065], [0.90889, -0.17382, -0.82455], [1.94324, 3.86620, 0.52234], [3.15611, 3.08096, -0.22335], [-1.01296, -3.46444, 0.67566], [-1.03010, -3.13440, -2.89938], [-1.25103, -1.75765, -3.05112], [-0.50413, -2.79078, 1.89806], [-0.68720, 1.59780, -2.18669], [2.66562, -0.28547, 3.67154], [-1.64038, 0.93271, -3.18287], [1.18642, 2.03048, -1.46656], [-0.75796, -0.56861, 2.56967]],
  "mulliken_charge": [-0.417, -0.651, -0.603, -0.583, -0.601, -0.630, -0.499, 0.039, -0.523, -0.535, -0.605, 0.490, 0.358, 0.486, 0.288, 0.471, -0.006, 0.357, 0.622, 0.408, 0.315, 0.273, 0.258, 0.310, 0.314, 0.311, 0.315, 0.367, 0.387, 0.376, 0.311, 0.312, 0.285]
}

---

No. 2
{
  "formula": "C5H21N2NbO2P3S2",
  "method": "ωB97M-V/def2-TZVPD",
  "lumo_ev": 2.3,
  "total_charge": -1,
  "elements": ["Nb", "S", "S", "P", "P", "P", "O", "O", "N", "N", "C", "C", "C", "C", "C", "H", "H", "H", "H", "H", "H", "H", "H", "H", "H", "H", "H", "H", "H", "H", "H", "H", "H", "H", "H", "H"],
  "xyz": [[-1.28182, 0.14512, -0.08868], [-2.59828, 1.63865, 3.37322], [-1.35077, -1.24086, -2.07666], [-1.07310, 1.69100, 2.06035], [-3.49914, 1.17837, -0.80700], [-3.13604, -1.08387, 1.31786], [-4.87872, 0.28975, -0.73720], [-3.53699, -2.30590, 0.53902], [-3.45520, 1.66840, -2.44656], [3.62894, 1.64349, 0.37528], [3.95297, 0.27718, 0.79870], [3.72822, -0.72597, -0.32551], [2.34229, -0.67374, -0.98310], [0.35823, -1.23154, 0.54059], [1.35629, -1.75303, -0.50146], [-4.21827, -0.28846, 1.71850], [-4.89472, -0.42927, -1.39323], [-0.10459, -2.09489, 1.03668], [4.12070, 2.32761, 0.93736], [3.88831, -1.72482, 0.08772], [1.94200, -2.57392, -0.06836], [0.89952, -0.67413, 1.31754], [1.90694, 0.31606, -0.82855], [-0.81118, 3.02991, 1.71431], [-3.58028, 2.67067, -2.53674], [2.47202, -0.77901, -2.06193], [-0.48480, 1.61431, -0.80985], [-2.58687, -1.40913, 2.57935], [4.51145, -0.57513, -1.07513], [0.82660, -2.19034, -1.34527], [-2.66606, -1.36913, -2.26605], [-4.16799, 1.22724, -3.01798], [4.99454, 0.18261, 1.13247], [3.95512, 1.78021, -0.57691], [0.11778, 1.41647, 2.76086], [3.32290, 0.02610, 1.65635]],
  "mulliken_charge": [-0.330, -0.530, -0.354, 0.147, 0.345, 0.306, -0.503, -0.670, -0.504, -0.493, -0.566, -0.856, -0.278, -0.888, -0.602, 0.079, 0.322, 0.458, 0.233, 0.360, 0.375, 0.186, 0.304, 0.026, 0.266, 0.341, 0.092, 0.069, 0.336, 0.269, 0.031, 0.237, 0.329, 0.196, 0.006, 0.262]
}

---

No. 3
{
  "formula": "C5H21N2O5",
  "method": "ωB97M-V/def2-TZVPD",
  "relative_energy_kcal_mol": 52.9,
  "lumo_ev": -2.5,
  "total_charge": 1,
  "elements": ["O", "O", "O", "O", "O", "N", "N", "C", "C", "C", "C", "C", "H", "H", "H", "H", "H", "H", "H", "H", "H", "H", "H", "H", "H", "H", "H", "H", "H", "H", "H", "H", "H"],
  "xyz": [[-2.25416, -0.17750, -3.39328], [-1.95741, -0.95863, -0.88231], [-0.81686, 2.78256, -1.84491], [1.40125, -2.53542, 1.95959], [-1.75616, -0.27168, 2.87485], [3.25739, 0.32459, 0.77960], [-0.88164, 0.88174, 0.43602], [1.15208, -0.40380, -0.34020], [2.15235, 0.68227, 0.03997], [1.85580, 1.93341, -0.29115], [-1.08678, -1.52493, 0.06934], [-0.08480, -0.38256, 0.49838], [-0.62815, 1.48164, -0.36153], [-1.70155, -1.83608, 0.90625], [1.25657, -3.40630, 2.34994], [-1.89790, -0.62452, -4.17577], [2.56085, 2.66890, 0.09078], [1.61317, -1.39052, -0.31519], [3.77128, 1.11013, 1.14725], [-1.72969, -1.03374, -1.82819], [-2.58314, -0.10410, 3.33753], [-1.21451, -0.89739, 3.35357], [-0.13421, 3.03869, -2.47950], [-0.45805, -2.35307, -0.25922], [0.02230, -0.56241, 1.54015], [0.98153, -0.22736, -1.39680], [-0.81356, 1.41855, 1.28927], [2.33999, -2.38422, 2.10632], [-1.52321, 2.48095, -2.43410], [3.24922, -0.49979, 1.34582], [-3.19873, -0.23656, -3.59667], [-1.89584, 0.77686, 0.34096], [1.00259, 2.23031, -0.86674]],
  "mulliken_charge": [-0.656, -0.553, -0.699, -0.508, -0.561, -0.419, -0.016, -1.116, 0.736, -0.804, -0.682, 0.304, -0.025, 0.349, 0.276, 0.314, 0.204, 0.533, 0.220, 0.356, 0.274, 0.283, 0.330, 0.339, 0.493, 0.448, 0.407, 0.245, 0.290, 0.148, 0.313, 0.420, -0.242]
}

---

No. 4
{
  "formula": "C5H22N8O6",
  "method": "ωB97M-V/def2-TZVPD",
  "smiles": "NC(N)=O.NC(N)=O.NC(N)=O.NC(N)=O.CO.O",
  "lumo_ev": 0.4,
  "total_charge": 0,
  "elements": ["O", "O", "O", "O", "O", "O", "N", "N", "N", "N", "N", "N", "N", "N", "C", "C", "C", "C", "C", "H", "H", "H", "H", "H", "H", "H", "H", "H", "H", "H", "H", "H", "H", "H", "H", "H", "H", "H", "H", "H", "H"],
  "xyz": [[-1.03104, 0.95899, -2.61656], [0.50619, 0.42807, 0.43646], [-3.69448, 3.34907, -0.19590], [1.13101, -0.35821, 5.07158], [1.54566, 0.34386, -2.19446], [1.95099, -2.94262, -1.27319], [0.20099, 1.37783, 3.89464], [1.63480, -0.20151, 2.83873], [-1.39550, 2.83400, -0.42402], [-2.06937, -0.38635, -4.09682], [-3.28652, 0.56136, -2.31799], [3.08202, -2.62266, 0.72518], [-2.34998, 3.07381, 1.71280], [3.71363, -4.37132, -0.77018], [-2.07779, 0.41662, -2.98314], [2.86915, -3.30553, -0.52347], [-0.57334, -0.49943, 0.37544], [-2.55941, 3.04906, 0.29572], [1.06225, 0.25131, 4.02585], [3.56884, -3.07324, 1.47957], [-0.07330, 1.62152, 4.83669], [-1.44658, 2.63885, -1.42752], [-1.14929, -0.47759, -4.47509], [-3.25057, 2.83311, 2.15839], [0.76649, 0.69435, -2.62675], [0.92193, 0.42392, -0.47351], [-1.51429, 2.60474, 2.06301], [4.70142, -4.29254, -0.54831], [-0.60862, -1.18008, 1.21383], [1.50002, 0.15144, 1.85721], [1.64217, -0.56184, -2.55859], [2.52683, -0.65458, 2.97895], [3.46702, -4.90419, -1.58904], [-2.78772, -0.92584, -4.53704], [-1.54837, 0.01065, 0.30895], [-3.30739, 1.36541, -1.69335], [-0.51118, -1.19121, -0.49238], [2.38308, -1.91562, 0.90421], [0.75541, 2.10320, 3.43228], [-4.14764, 0.32306, -2.78690], [-0.54754, 2.45012, -0.00531]],
  "mulliken_charge": [-0.687, -0.506, -0.663, -0.618, -0.715, -0.586, -0.401, -0.200, -0.300, -0.443, -0.351, -0.375, -0.515, -0.470, 0.715, 0.525, -0.729, 0.623, 0.278, 0.215, 0.249, 0.162, 0.214, 0.246, 0.398, 0.394, 0.304, 0.227, 0.383, 0.286, 0.328, 0.192, 0.251, 0.161, 0.180, 0.099, 0.242, 0.233, 0.243, 0.232, 0.182]
}

---

No. 5
{
  "formula": "C5H22O6",
  "method": "ωB97M-V/def2-TZVPD",
  "relative_energy_kcal_mol": 80.5,
  "smiles": "CO.CO.CO.CO.CO.O",
  "lumo_ev": 0.5,
  "total_charge": 0,
  "elements": ["O", "O", "O", "O", "O", "O", "C", "C", "C", "C", "C", "H", "H", "H", "H", "H", "H", "H", "H", "H", "H", "H", "H", "H", "H", "H", "H", "H", "H", "H", "H", "H", "H"],
  "xyz": [[-4.17536, -4.75358, 19.98351], [-4.44972, -10.51151, 21.52517], [-5.11270, -6.59924, 17.21368], [-1.52200, -5.92093, 20.12455], [-8.12470, -8.53389, 22.71424], [-5.88173, -7.88656, 20.72102], [-4.36768, -4.86439, 21.37464], [-4.90231, -11.06919, 20.37309], [-5.97815, -5.64385, 16.64808], [-2.22625, -7.09142, 19.94525], [-8.51827, -7.37799, 23.49165], [-2.94316, -7.32323, 20.73290], [-5.27123, -8.57793, 20.97696], [-4.50993, -6.70992, 16.47474], [-5.44720, -7.43945, 19.99472], [-3.29790, -5.06862, 19.75456], [-8.80455, -6.50508, 22.90498], [-3.41525, -5.15814, 21.81585], [-6.33074, -6.00402, 15.68161], [-5.31255, -4.79887, 16.47170], [-4.77938, -3.93854, 21.77643], [-9.37891, -7.77130, 24.03268], [-0.56810, -6.02890, 20.12472], [-6.86649, -5.44525, 17.24766], [-5.15507, -5.60143, 21.53249], [-7.72026, -8.18654, 21.91588], [-2.81374, -6.95054, 19.03800], [-1.58008, -7.93528, 19.70346], [-7.82284, -6.99300, 24.23749], [-5.38840, -10.31523, 19.75394], [-4.02759, -11.51442, 19.89903], [-3.87120, -11.15455, 21.94159], [-5.54748, -11.90525, 20.64303]],
  "mulliken_charge": [-0.531, -0.544, -0.427, -0.625, -0.482, -0.585, -0.449, -0.570, -0.621, -0.590, -0.562, 0.159, 0.351, 0.272, 0.249, 0.399, 0.249, 0.244, 0.308, 0.256, 0.253, 0.252, 0.333, 0.216, 0.161, 0.287, 0.238, 0.440, 0.237, 0.272, 0.261, 0.306, 0.244]
}

---

No. 6
{
  "formula": "C5H22O7",
  "method": "ωB97M-V/def2-TZVPD",
  "relative_energy_kcal_mol": 77.1,
  "smiles": "C=CC(=C)C.O.O.O.O.O.O.O",
  "lumo_ev": 0.4,
  "total_charge": 0,
  "elements": ["O", "O", "O", "O", "O", "O", "O", "C", "C", "C", "C", "C", "H", "H", "H", "H", "H", "H", "H", "H", "H", "H", "H", "H", "H", "H", "H", "H", "H", "H", "H", "H", "H", "H"],
  "xyz": [[-0.16124, 2.81594, 0.20217], [-1.96663, 1.69158, 2.56341], [-2.71529, -1.47595, 1.24293], [0.97765, 2.66909, -2.23817], [0.34082, -2.90824, 2.49343], [-0.89608, -2.69073, -0.33604], [3.02389, 1.85281, -0.24930], [1.06400, -1.58438, -2.45167], [1.35092, -0.62842, -1.53581], [0.30100, -0.19401, -0.58772], [0.51699, -0.26892, 0.69737], [-0.99858, 0.31869, -1.01922], [-1.94247, -1.97856, 0.89423], [0.65416, 2.58502, -1.41284], [-0.97730, 2.40001, 0.60432], [-0.14306, -2.56939, 0.30447], [-3.50229, -1.95080, 0.94081], [-0.37102, -0.13466, 1.33463], [0.74806, 3.50235, -2.63939], [0.02414, -2.03197, 2.52337], [1.42325, -0.62820, 1.25978], [2.44747, -0.28745, -1.36099], [1.19386, -2.87932, 2.80322], [-1.32686, 1.32282, -0.83209], [-0.85678, -3.61276, -0.58087], [2.55341, 2.48662, -0.88779], [-2.55912, 0.93658, 2.35319], [0.53335, 2.31499, 0.58455], [1.85079, -1.85861, -3.27693], [0.15983, -2.04507, -2.69086], [-2.21552, 2.09117, 3.32856], [-1.20013, 0.06869, -2.13658], [3.13161, 1.05236, -0.69159], [-1.85637, -0.27761, -0.46644]],
  "mulliken_charge": [-0.733, -0.590, -0.582, -0.605, -0.625, -0.643, -0.652, -0.957, -0.328, 1.869, -1.154, -1.143, 0.381, 0.378, 0.275, 0.332, 0.286, 0.363, 0.281, 0.309, 0.013, -0.131, 0.305, 0.407, 0.272, 0.341, 0.302, 0.368, 0.194, 0.360, 0.255, 0.322, 0.244, 0.285]
}

---

No. 7
{
  "formula": "C5H23N3O4",
  "method": "ωB97M-V/def2-TZVPD",
  "relative_energy_kcal_mol": 71.6,
  "smiles": "CNCCNCCN.O.O.O.O",
  "lumo_ev": 0.3,
  "total_charge": 0,
  "elements": ["O", "O", "O", "O", "N", "N", "N", "C", "C", "C", "C", "C", "H", "H", "H", "H", "H", "H", "H", "H", "H", "H", "H", "H", "H", "H", "H", "H", "H", "H", "H", "H", "H", "H", "H"],
  "xyz": [[-0.03330, 0.61456, 3.46158], [0.71391, 2.87014, -0.70394], [2.33016, 1.21693, 1.93460], [-1.89440, -1.28913, 2.75088], [3.24751, -1.34569, -0.98908], [-0.04020, -1.85043, -1.42523], [-2.63710, 0.49629, -0.04558], [-2.73007, 1.59712, 0.90181], [-1.30821, 0.36134, -0.82193], [2.45441, -1.92139, -2.14292], [1.06860, -1.24611, -2.23654], [-1.25736, -1.00026, -1.53745], [-1.16510, 1.24237, -1.34896], [1.96014, 1.79421, 2.63275], [-2.20508, -1.54022, -1.16841], [0.15147, -2.08026, -0.49878], [-2.39505, -1.49758, 2.01455], [-1.74103, 1.83708, 1.24285], [-0.01815, 1.53912, 3.80174], [4.12062, -0.98625, -1.27387], [3.62570, -2.09061, -0.41317], [0.76878, 2.04002, -0.19218], [0.64454, -1.38684, -3.29190], [-1.11299, -0.73252, 2.65880], [2.41004, -3.04555, -2.12886], [-0.92379, 0.43856, 3.92127], [-3.22870, 2.58020, 0.55944], [-0.48184, 0.25470, 0.01980], [1.12283, -0.15727, -1.97146], [2.86850, -1.53792, -3.04646], [1.88824, 0.40100, 1.97052], [-1.39499, -0.88145, -2.60987], [-3.21487, 1.10332, 1.71480], [1.61026, 3.32861, -0.90426], [-3.20347, 0.87391, -0.83451]],
  "mulliken_charge": [-0.650, -0.645, -0.604, -0.644, -0.526, -0.390, -0.446, -0.778, 0.082, -0.608, -0.164, -1.043, 0.758, 0.294, 0.357, 0.264, 0.289, 0.221, 0.287, 0.202, 0.218, 0.331, 0.213, 0.366, 0.329, 0.309, 0.284, -0.333, 0.160, 0.341, 0.285, 0.315, 0.355, 0.304, 0.271]
}